No. 1
An isolated ion of composition C5H15N2 and charge +1. Source: the Open Molecules 2025 dataset; level of theory: ωB97M-V with the def2-TZVPD basis set.

Element x y z (Å)
H  2.105  0.167  -0.142
H  -1.920  1.650  -1.750
H  0.318  -1.775  0.872
H  -0.895  -1.966  -1.236
H  1.139  1.076  3.000
H  0.699  -1.488  -1.468
H  1.945  -0.394  2.324
C  -0.247  -0.908  0.501
H  1.894  1.685  0.255
C  -0.229  -1.131  -0.999
C  0.363  0.307  1.123
C  0.999  0.124  2.488
N  -0.459  0.140  -1.734
H  -0.080  0.062  -2.669
H  -2.477  0.164  -2.490
N  1.353  0.841  0.056
H  -0.225  1.230  1.114
C  -1.860  0.562  -1.685
H  0.312  -0.407  3.122
H  -2.295  0.402  -0.703
H  0.800  0.820  -0.852
H  -1.239  -1.161  0.874

Summary:
E_LUMO: -3.02 eV
Net charge: +1
Orbital gap: 10.7 eV
Total energy: -308.75890 a.u.
Structure (SMILES): CNCC[C@@H](C)[NH3+]

---

No. 2
An isolated ion of composition C5H15N2 and charge +1. Source: the Open Molecules 2025 dataset; level of theory: ωB97M-V with the def2-TZVPD basis set.

Element x y z (Å)
H  -1.361  -1.906  1.888
C  0.974  0.853  0.225
H  -1.869  0.875  -0.320
H  1.830  2.455  -0.842
H  0.817  0.889  1.294
C  0.874  -2.134  0.291
H  0.875  -2.926  -0.457
H  -1.093  -1.728  -0.666
N  -1.134  0.934  -1.013
H  1.810  -1.601  0.375
H  2.013  0.584  0.054
H  -2.310  -0.804  1.029
C  -0.401  -1.296  0.058
H  -1.498  0.587  -1.894
C  -1.274  -0.977  1.313
H  0.477  -0.112  -1.587
H  0.750  -2.724  1.206
H  0.221  2.403  -0.999
H  -0.819  -0.258  1.984
N  0.980  2.310  -0.303
H  0.746  2.946  0.450
C  -0.013  0.032  -0.614

Summary:
E_LUMO: -3.37 eV
Net charge: +1
Orbital gap: 10.8 eV
Total energy: -308.76523 a.u.
Structure (SMILES): CC(C)[C@@H](N)C[NH3+]

---

No. 3
A 3-piece molecular cluster, C5H15N2 overall. Source: the Open Molecules 2025 dataset; level of theory: ωB97M-V with the def2-TZVPD basis set.

Element x y z (Å)
H  -2.804  -4.025  2.414
H  -0.656  -4.139  1.262
N  0.618  2.903  -1.814
N  -2.191  -3.235  2.248
H  2.102  3.715  -0.622
H  -0.830  -2.406  0.995
H  0.439  3.832  -2.196
C  0.301  -0.443  0.521
H  2.249  -1.220  0.354
C  -0.489  2.420  -1.035
H  -0.578  3.092  -0.161
C  -1.399  -3.357  1.072
H  -2.571  -2.312  2.412
H  1.994  1.962  -0.562
C  1.942  2.817  -1.231
C  1.233  -1.091  -0.055
H  -0.310  1.428  -0.581
H  0.508  0.398  1.191
H  -1.431  2.439  -1.572
H  2.704  2.714  -2.006
H  1.008  -1.950  -0.711
H  -1.839  -3.541  0.080

Summary:
E_LUMO (alpha / beta): -12.00 / -12.01 eV
Expectation value of S²: 0.754
Net charge: +2
Orbital gap (alpha / beta): 3.7 / 3.7 eV
Multiplicity: 2
Total energy: -308.06465 a.u.

---

No. 4
A 2-piece molecular cluster, C5H15N2O overall. Source: the Open Molecules 2025 dataset; level of theory: ωB97M-V with the def2-TZVPD basis set.

Element x y z (Å)
H  -1.417  -1.813  -1.552
H  0.881  -1.288  2.181
N  -0.245  -0.307  -2.215
C  0.457  -0.409  2.714
H  1.638  0.473  4.363
H  -0.872  1.015  -5.553
H  1.663  0.711  1.400
H  1.172  -1.034  4.588
C  -0.906  -0.896  -1.211
H  -0.498  -0.794  3.200
H  0.690  1.783  2.192
H  -0.394  1.437  -0.241
H  -0.849  -1.346  0.807
H  -0.670  -0.145  -3.141
H  2.515  -0.738  3.483
C  0.644  0.703  1.743
C  1.520  -0.397  3.779
N  -0.624  -0.679  0.060
H  0.524  0.349  -1.929
C  -0.375  0.747  0.621
H  0.089  1.550  -4.504
H  -1.366  0.929  1.092
O  -0.631  0.923  -4.626

Summary:
E_LUMO: -3.57 eV
Net charge: +1
Orbital gap: 10.8 eV
Total energy: -383.98773 a.u.

---

No. 5
An isolated ion of composition C5H15N2O and charge +1. Source: the Open Molecules 2025 dataset; level of theory: ωB97M-V with the def2-TZVPD basis set.

Element x y z (Å)
O  -0.008  1.552  -2.532
H  0.149  1.547  0.804
N  -1.651  1.465  -0.724
H  1.762  -1.629  -0.489
H  -1.047  -2.335  1.881
H  -1.580  2.371  -1.088
C  0.627  1.533  -1.216
H  -0.109  -0.849  -1.129
H  -1.916  0.805  -1.550
H  1.585  0.915  -1.242
H  -1.564  -0.813  0.066
H  1.398  -2.727  0.825
C  1.636  -1.630  0.536
C  -0.406  -0.547  -0.123
H  -0.788  -0.939  2.915
H  2.435  -1.527  1.325
H  0.415  -2.046  2.829
C  -0.314  1.047  -0.164
H  0.468  2.219  -3.093
H  1.203  2.498  -0.938
C  -0.267  -1.557  2.198
H  -2.508  1.526  -0.092
N  0.480  -0.879  1.001

Summary:
E_LUMO: -3.45 eV
Net charge: +1
Orbital gap: 8.6 eV
Total energy: -383.90176 a.u.
Structure (SMILES): CN(C)C[C@H]([NH3+])CO

---

No. 6
A 2-piece molecular cluster, C5H15N2O overall. Source: the Open Molecules 2025 dataset; level of theory: ωB97M-V with the def2-TZVPD basis set.

Element x y z (Å)
H  -2.246  0.982  -1.014
O  -2.870  1.218  1.572
H  1.492  -2.342  0.077
H  -0.863  1.232  1.038
H  -3.068  -0.397  -0.298
H  3.074  -1.970  -0.627
C  -1.735  0.568  1.062
C  2.424  -1.795  0.222
H  3.118  0.224  0.566
C  2.175  -0.315  0.443
H  -2.710  1.497  2.482
H  -0.051  -0.346  -0.804
N  1.424  0.257  -0.691
H  3.090  1.235  -1.367
H  1.579  -0.152  1.340
H  -1.468  -0.320  1.659
H  1.496  1.420  -2.347
C  -2.121  0.133  -0.340
H  2.870  -2.242  1.109
H  -1.233  -0.960  -1.895
C  2.035  1.000  -1.502
H  -1.091  -1.672  -0.432
N  -1.074  -0.771  -0.908

Summary:
E_LUMO: -2.97 eV
Net charge: +1
Orbital gap: 11.3 eV
Total energy: -383.99769 a.u.

---

No. 7
An isolated ion of composition C5H15N2S and charge +1. Source: the Open Molecules 2025 dataset; level of theory: ωB97M-V with the def2-TZVPD basis set.

Element x y z (Å)
C  -0.996  1.596  -1.211
H  1.723  -3.537  -0.242
H  0.807  -2.589  -2.724
N  -0.101  -0.645  -0.588
C  -1.073  0.709  1.230
H  -1.026  -0.894  -0.931
H  -0.847  2.651  -1.061
H  -2.109  0.995  0.996
H  -2.077  1.579  -1.106
H  0.161  -3.522  -0.757
H  0.647  1.391  0.190
C  1.350  -2.213  -1.878
H  1.695  -0.033  -1.618
H  0.392  -0.470  -2.684
N  0.991  -2.941  -0.624
H  2.423  -2.205  -2.010
H  -0.999  -0.323  1.606
H  -0.713  1.221  -2.181
H  -0.887  2.869  2.155
H  0.649  -2.253  0.071
S  -0.325  1.707  2.529
C  -0.256  0.832  -0.091
C  0.832  -0.674  -1.694

Summary:
E_LUMO: -3.42 eV
Net charge: +1
Orbital gap: 8.5 eV
Total energy: -706.92398 a.u.
Structure (SMILES): C[C@@H](CS)NCC[NH3+]

---

No. 8
A 2-piece molecular cluster, C5H15N2S overall. Source: the Open Molecules 2025 dataset; level of theory: ωB97M-V with the def2-TZVPD basis set.

Element x y z (Å)
C  -1.377  -2.841  0.459
N  -0.786  -0.561  0.800
C  0.897  2.603  0.540
H  -0.850  -2.279  -2.080
H  1.639  0.610  0.829
H  -1.140  2.683  0.850
H  -1.091  -0.851  1.737
S  2.238  1.149  -1.468
H  -0.374  -3.302  0.459
C  -1.360  -1.417  -0.166
H  0.952  2.894  1.599
H  -2.060  -3.520  -0.043
H  1.235  3.500  -0.017
H  -1.705  -2.813  1.503
C  -0.511  -1.423  -1.459
N  -0.460  2.146  0.323
H  0.563  -1.517  -1.314
H  -2.414  -1.178  -0.439
H  3.232  2.033  -1.506
H  2.863  1.925  0.683
H  -0.714  -0.441  -1.905
H  -0.724  1.119  0.336
C  1.947  1.481  0.278

Summary:
E_LUMO: -8.51 eV
Net charge: +1
Orbital gap: 4.0 eV
Total energy: -706.75323 a.u.

---

No. 9
An isolated ion of composition C5H15N3 and charge -1. Source: the Open Molecules 2025 dataset; level of theory: ωB97M-V with the def2-TZVPD basis set.

Element x y z (Å)
H  1.886  -1.036  -1.802
H  2.515  0.259  0.533
C  1.493  0.666  0.167
H  -0.662  3.030  1.480
N  -0.677  -0.161  -0.655
C  0.609  -0.632  -0.095
H  0.416  -1.266  0.784
H  0.281  0.923  1.914
N  -2.112  -1.266  0.883
H  0.685  3.527  0.387
H  -2.849  -0.315  -0.945
H  -0.559  0.183  -1.641
H  0.766  -2.365  -1.489
H  2.090  -2.204  -0.528
H  -0.582  2.355  -0.174
H  -1.746  -0.622  1.543
C  0.015  2.677  0.631
C  1.330  -1.540  -1.025
H  -1.661  -2.080  1.163
H  -1.857  -1.854  -1.092
H  1.687  1.048  -0.769
N  0.892  1.541  1.211
C  -1.961  -0.867  -0.483

Summary:
E_LUMO (alpha / beta): 3.92 / 3.80 eV
Expectation value of S²: 0.750
Net charge: -1
Orbital gap (alpha / beta): 2.6 / 8.6 eV
Multiplicity: 2
Total energy: -363.64547 a.u.

---

No. 10
One molecule with the formula C5H15N3. Source: the Open Molecules 2025 dataset; level of theory: ωB97M-V with the def2-TZVPD basis set.

Element x y z (Å)
H  1.739  -1.054  0.643
C  0.589  1.019  1.906
N  -1.157  -0.599  -1.037
H  -0.665  1.794  0.349
H  0.733  0.103  2.475
H  1.026  -2.014  -0.646
H  -1.983  0.852  2.139
H  -0.607  -2.110  -2.201
C  0.978  0.700  -1.271
H  -1.650  -0.652  1.567
H  0.413  1.466  -1.801
C  -0.452  0.812  0.795
H  1.467  0.055  -1.999
H  0.188  -1.880  0.894
C  0.046  -0.112  -0.350
N  -1.722  0.326  1.312
H  0.236  1.791  2.589
H  -0.419  -0.643  -2.941
H  -1.846  0.142  -1.105
C  0.800  -1.339  0.177
N  -1.015  -1.186  -2.311
H  1.755  1.189  -0.691
H  1.547  1.339  1.506

Summary:
E_LUMO: 0.93 eV
Orbital gap: 9.5 eV
Total energy: -363.73887 a.u.
Structure (SMILES): C[C@H](N)C(C)(C)NN

---

No. 11
An isolated ion of composition C5H15N3 and charge +1. Source: the Open Molecules 2025 dataset; level of theory: ωB97M-V with the def2-TZVPD basis set.

Element x y z (Å)
C  -0.369  -1.053  -0.378
N  -0.042  -1.515  0.960
H  -0.374  -3.338  1.900
H  -2.780  1.031  -0.608
C  -0.763  0.440  -0.347
H  0.677  0.972  -1.734
H  0.747  -0.960  1.265
H  0.317  2.967  0.300
C  0.176  -2.951  1.061
H  -1.265  -1.605  -0.679
C  -1.940  0.843  -1.262
H  0.393  -1.209  -1.156
H  1.747  2.774  -0.681
H  -2.184  0.062  -1.974
H  -1.741  1.822  -1.695
H  1.189  -3.251  1.357
H  1.276  1.195  1.765
H  -0.030  -3.478  0.144
N  1.797  1.723  1.082
C  1.061  2.259  -0.020
N  0.394  1.207  -0.783
H  -0.962  0.775  0.645
H  2.675  1.289  0.835

Summary:
E_LUMO (alpha / beta): -2.90 / -7.23 eV
Expectation value of S²: 0.755
Net charge: +1
Orbital gap (alpha / beta): 9.9 / 5.5 eV
Multiplicity: 2
Total energy: -363.44137 a.u.

---

No. 12
A 2-piece molecular cluster, C5H15N3P overall. Source: the Open Molecules 2025 dataset; level of theory: ωB97M-V with the def2-TZVPD basis set.

Element x y z (Å)
H  -0.721  -2.925  -2.418
H  0.248  -0.920  2.661
H  -0.743  -2.073  1.815
H  -0.113  2.943  3.039
H  1.661  1.833  3.615
C  -1.020  -1.912  -2.403
N  0.885  1.667  1.360
H  2.054  1.137  -0.400
N  -0.100  -1.151  1.710
N  -0.546  -0.424  -0.498
H  -2.494  -1.033  -1.221
C  -0.487  0.709  -1.386
P  0.455  1.661  2.996
H  2.814  0.787  1.188
H  0.189  1.448  -0.878
H  -1.840  -1.807  -3.135
H  2.518  2.336  0.411
H  -1.643  -2.216  -0.219
H  -0.185  -1.245  -2.787
H  -0.116  0.295  -2.310
C  -0.137  -0.344  0.713
C  -1.450  -1.450  -0.992
H  -1.409  1.256  -1.548
C  2.181  1.428  0.686

Summary:
E_LUMO (alpha / beta): -4.72 / -4.97 eV
Net charge: +1
Orbital gap (alpha / beta): 8.3 / 7.7 eV
Total energy: -704.70074 a.u.

---

Q: What is the formula in the second record?
A: C5H15N2